[1]
86
Properties=species:S:1:pos:R:3:forces:R:3 method="wB97M-V/def2-TZVPD" largest_force_ev_per_a=0.44 e_homo_ev=-0.3422 total_charge=-2
Ag -0.927184 -0.297504 -0.853220 -0.1 -0.4 0.2
O -3.223039 -0.173048 -1.417213 0.0 0.0 0.0
C -3.865383 0.490877 -2.277433 0.0 0.0 -0.1
C -5.295253 0.635775 -2.158196 0.1 0.0 -0.1
C -6.068730 1.277276 -3.094426 0.1 0.0 0.0
C -5.490388 1.865277 -4.230804 0.0 -0.1 0.1
C -4.114274 1.788301 -4.355286 0.0 0.0 0.0
C -3.282937 1.145265 -3.431372 0.2 0.1 0.0
C -1.848023 1.239047 -3.713446 -0.3 -0.1 0.0
N -0.885859 0.713918 -3.063052 0.3 0.2 0.2
N 0.381059 0.990037 -3.593216 -0.1 0.0 0.2
C 1.312618 1.025753 -2.659133 0.2 -0.1 -0.1
O 1.214068 0.973072 -1.403297 -0.1 0.0 0.1
C 2.712368 1.146263 -3.211547 0.0 0.1 0.0
C 3.003358 1.906478 -4.339862 0.1 -0.1 -0.1
C 4.309547 2.011137 -4.804378 0.0 0.0 0.1
C 5.339757 1.346670 -4.147876 -0.1 0.0 0.0
C 5.052077 0.586307 -3.018887 -0.1 0.0 0.0
C 3.748532 0.496847 -2.548010 0.1 0.0 0.1
H -5.742154 0.182967 -1.279815 0.0 0.0 0.0
H -7.144276 1.332766 -2.948420 0.0 0.0 0.0
H -6.093238 2.366021 -4.978187 0.0 0.0 0.0
H -3.635420 2.253203 -5.214434 0.0 0.0 0.0
H -1.579636 1.853956 -4.581622 0.0 0.0 -0.1
H 2.187611 2.398449 -4.854151 0.0 0.0 0.0
H 4.523344 2.608953 -5.684012 0.0 0.0 0.0
H 6.357737 1.420391 -4.513502 0.0 0.0 0.0
H 5.847160 0.065863 -2.496513 0.0 0.0 0.0
H 3.514198 -0.071552 -1.653107 0.0 0.0 -0.1
C 1.620837 -2.901469 3.792248 0.0 0.0 0.0
C 0.240632 -2.304822 3.914602 0.1 0.0 0.0
C -0.352100 -2.247515 5.176242 0.0 0.0 0.0
C -1.626396 -1.732260 5.367047 0.0 0.0 0.0
C -2.342888 -1.263720 4.277265 0.1 0.0 0.0
C -1.761622 -1.306123 3.016833 0.0 0.0 0.0
C -0.477296 -1.817315 2.811455 -0.1 0.1 -0.1
P 0.074422 -1.733962 1.047011 0.1 0.0 -0.2
C 1.843929 -1.236607 1.194441 0.0 -0.1 0.0
C 2.825304 -2.097607 0.708014 0.1 0.0 0.0
C 4.168685 -1.744558 0.727578 -0.1 0.0 0.0
C 4.542845 -0.508130 1.235477 -0.1 0.0 0.0
C 3.566472 0.360780 1.704677 0.0 0.0 0.0
C 2.216016 0.020559 1.683406 0.0 0.1 0.0
C 1.185069 1.002732 2.170189 0.0 -0.1 0.0
C 0.091543 -3.422018 0.455957 -0.2 0.0 0.0
C -0.268353 -4.523216 1.240512 0.0 0.0 0.0
C -0.575182 -5.756572 0.697410 0.0 0.0 -0.1
C -0.586431 -5.866805 -0.716918 0.0 0.0 0.1
C -0.247415 -4.818632 -1.520565 0.0 0.0 0.1
C 0.191290 -3.543547 -0.992716 -0.1 0.2 -0.1
C 0.608014 -2.503055 -1.799954 0.2 -0.3 0.1
H 1.838068 -3.515791 4.668527 0.0 0.0 0.0
H 2.386704 -2.125886 3.714834 0.0 0.0 0.0
H 1.707090 -3.521396 2.899850 0.0 0.0 0.0
H 0.202760 -2.628898 6.027457 0.0 0.0 0.0
H -2.056962 -1.706461 6.361465 0.0 0.0 0.0
H -3.342323 -0.865261 4.402367 0.0 0.0 0.0
H -2.305980 -0.929979 2.155497 0.0 0.0 0.0
H 2.517677 -3.058327 0.309888 0.0 0.0 0.0
H 4.914502 -2.428036 0.337412 0.0 0.0 0.0
H 5.584791 -0.208182 1.240323 0.0 0.0 0.0
H 3.850688 1.341233 2.072987 0.0 0.0 0.0
H 1.615515 2.000908 2.269491 0.0 0.0 0.0
H 0.772546 0.707173 3.140923 0.0 0.0 0.0
H 0.351701 1.058896 1.465309 0.1 0.0 0.0
H -0.353222 -4.401879 2.316836 0.0 0.0 0.0
H -0.858327 -6.589231 1.328964 0.0 0.0 0.0
H -0.885616 -6.806815 -1.173356 0.0 0.0 0.0
H -0.281744 -4.927094 -2.600120 0.0 0.0 0.0
H 0.577768 -2.591457 -2.879512 -0.1 0.0 0.0
H 1.197960 -1.681827 -1.408485 -0.1 0.0 -0.1
N -0.735913 4.287001 -0.233861 0.0 0.0 0.1
C -0.866052 2.981651 -0.636634 0.0 0.0 -0.1
N -1.409427 2.221238 0.262783 -0.1 0.2 0.2
C -1.649449 3.057774 1.343414 0.0 -0.1 -0.1
C -2.191685 2.763001 2.589817 0.0 0.0 0.1
C -2.304716 3.789202 3.511317 0.0 0.1 -0.1
C -1.886252 5.095233 3.203314 0.0 -0.1 0.1
C -1.341305 5.404075 1.969050 0.0 0.0 0.0
C -1.230503 4.364127 1.053589 0.1 0.1 -0.2
H -0.317918 5.023106 -0.771892 0.0 0.0 0.0
H -0.526038 2.638292 -1.603043 0.0 0.0 0.1
H -2.501135 1.750580 2.820130 0.0 0.0 0.0
H -2.719763 3.583949 4.490587 0.0 0.0 0.0
H -1.987221 5.874693 3.948866 0.0 0.0 0.0
H -1.011237 6.409479 1.736114 0.0 0.0 0.0



[2]
94
Properties=species:S:1:pos:R:3:forces:R:3 method="wB97M-V/def2-TZVPD" largest_force_ev_per_a=0.58 relative_energy_kcal_mol=20.84 e_homo_ev=-9.3287 total_charge=+1
Sc -0.188238 -0.261191 0.518679 0.0 0.2 -0.5
Cl 2.035994 5.169235 3.997274 0.0 0.0 0.0
C 0.993509 3.920035 3.413259 0.1 0.0 0.0
C 1.569287 2.771187 2.877856 -0.2 0.0 0.1
C 0.745557 1.755766 2.422747 -0.1 0.2 0.1
N 1.166851 0.545996 1.858326 -0.1 -0.1 0.0
C 2.321336 -0.074566 2.144046 0.3 -0.2 0.2
O 3.344921 0.359904 2.646876 -0.2 0.0 0.0
C 2.215295 -1.567702 1.841766 0.2 0.0 0.0
C 3.242530 -2.432396 2.195605 -0.3 0.2 -0.1
C 3.052869 -3.792497 2.024172 0.0 0.0 0.0
C 1.849091 -4.250090 1.510123 -0.2 0.2 -0.1
C 0.885337 -3.319083 1.155458 0.2 -0.3 0.0
N 1.064885 -2.008571 1.304140 0.1 0.1 0.1
C -0.663542 1.880247 2.489623 0.2 0.1 0.0
C -1.218473 3.038514 3.005948 -0.1 0.0 0.1
C -0.384672 4.049213 3.474911 0.0 0.0 0.0
Cl -1.111711 5.461251 4.153480 0.0 0.1 0.0
N -1.356277 0.797407 1.914547 0.0 0.0 -0.2
C -2.700698 0.732939 1.868737 -0.3 0.0 0.1
O -3.530948 1.445299 2.410488 0.1 -0.1 0.0
C -3.196115 -0.398732 0.975621 -0.2 0.1 0.2
C -4.552218 -0.691993 0.911075 0.3 0.1 0.0
C -4.974648 -1.683089 0.045844 0.0 0.0 0.0
C -4.037963 -2.349457 -0.731721 0.2 0.1 0.0
C -2.704329 -2.004093 -0.600251 -0.4 -0.1 0.0
N -2.290444 -1.054294 0.238809 0.0 0.0 0.2
H 2.641253 2.665090 2.836136 0.0 0.0 0.0
H 4.138646 -2.010386 2.624617 0.0 0.0 0.0
H 3.825875 -4.492960 2.310806 0.0 0.0 0.0
H 1.648710 -5.301550 1.395564 0.0 -0.1 0.0
H -0.068323 -3.627705 0.746101 0.0 0.0 0.0
H -2.289929 3.154760 3.069774 0.1 0.0 0.0
H -5.227065 -0.128893 1.537223 0.0 0.1 0.0
H -6.023575 -1.927960 -0.032751 -0.1 0.0 0.0
H -4.331867 -3.113051 -1.434793 0.0 -0.1 0.0
H -1.937025 -2.478372 -1.187213 0.1 -0.1 -0.2
S -1.006104 2.039254 -0.669481 -0.1 0.0 0.3
C -0.509093 2.331655 -2.233915 0.0 -0.1 0.1
N -0.331403 3.540071 -2.720355 0.0 0.0 0.0
C 0.353937 3.728002 -3.996287 0.2 -0.1 0.0
C 1.397132 2.634009 -4.120296 0.0 0.3 -0.2
N 0.720620 1.351450 -4.032633 0.2 -0.1 -0.2
C 1.175212 0.306640 -4.936077 -0.1 -0.2 0.1
C 0.855963 0.648952 -6.363991 0.0 -0.1 -0.1
C -0.476192 0.745688 -6.759227 0.0 0.0 0.0
C -0.791249 1.088669 -8.060499 0.0 0.0 -0.1
C 0.220317 1.329545 -8.981118 0.0 0.0 0.0
C 1.545279 1.220953 -8.597211 0.0 0.0 -0.1
C 1.861288 0.883921 -7.289454 0.0 0.0 0.1
C -0.280609 1.182350 -3.185052 -0.2 0.1 0.1
S -1.329163 -0.087560 -3.130231 0.0 -0.3 -0.1
C -0.641977 4.761016 -1.972737 -0.2 0.1 0.0
C 0.604327 5.409158 -1.426254 -0.1 0.1 0.1
C 1.405711 4.750863 -0.496041 -0.1 0.0 -0.1
C 2.537104 5.368428 0.002425 0.0 0.1 0.1
C 2.873393 6.650037 -0.409583 0.0 0.0 0.0
C 2.081479 7.310161 -1.332002 0.0 0.0 0.0
C 0.949861 6.688806 -1.840502 0.0 -0.1 0.0
H 0.829471 4.709691 -3.960942 0.0 -0.1 0.0
H -0.360817 3.703957 -4.825072 0.1 0.0 0.0
H 2.149177 2.719020 -3.329083 0.0 0.1 0.0
H 1.893205 2.685258 -5.092929 -0.1 0.0 0.1
H 0.670106 -0.614872 -4.627751 0.1 0.1 -0.1
H 2.255443 0.190455 -4.787255 -0.1 0.1 -0.1
H -1.260641 0.547737 -6.042196 -0.1 0.0 0.1
H -1.824997 1.162830 -8.362709 -0.1 0.0 0.0
H -0.027760 1.600804 -9.995589 0.0 0.0 -0.1
H 2.333263 1.402247 -9.312791 0.1 0.0 0.0
H 2.898381 0.804872 -6.988951 0.1 0.0 0.0
H -1.365299 4.509227 -1.193615 0.2 0.0 -0.1
H -1.123850 5.429697 -2.691452 0.0 0.0 0.1
H 1.131278 3.767128 -0.141928 0.0 -0.1 0.0
H 3.141805 4.862882 0.738615 0.1 -0.1 0.1
H 3.748768 7.134232 -0.004709 0.1 0.0 0.0
H 2.338730 8.307114 -1.655935 0.0 0.1 0.0
H 0.332133 7.204087 -2.564734 -0.1 0.1 0.0
C 4.104277 -3.047270 -4.532817 0.0 -0.1 0.0
C 2.915028 -2.863652 -3.659772 -0.1 -0.1 0.0
C 1.860027 -3.725741 -3.557607 0.1 0.2 0.0
C 0.825056 -3.401728 -2.658974 0.0 0.0 -0.1
N 0.818878 -2.295289 -1.929680 0.2 -0.1 0.2
C 1.857317 -1.440913 -2.036582 -0.2 0.0 -0.1
S 1.964206 0.007361 -1.202873 -0.1 0.0 0.2
N 2.876835 -1.752853 -2.895106 0.2 0.0 0.0
C -0.344911 -4.317929 -2.530731 0.0 0.0 0.0
H 4.007930 -3.954761 -5.120098 0.0 0.0 0.0
H 5.008307 -3.116171 -3.926950 0.0 0.0 0.0
H 4.214135 -2.200347 -5.209305 0.0 0.0 -0.1
H 1.828753 -4.626123 -4.146234 0.0 -0.1 0.0
H 3.650326 -1.096934 -2.921718 -0.1 -0.1 0.0
H -0.141322 -5.302516 -2.946614 0.0 0.0 0.0
H -1.190569 -3.887005 -3.069216 0.0 0.0 0.0
H -0.629490 -4.417876 -1.488780 -0.1 0.0 0.1



[3]
96
Properties=species:S:1:pos:R:3:forces:R:3 method="wB97M-V/def2-TZVPD" largest_force_ev_per_a=2.53 relative_energy_kcal_mol=8.29 e_homo_ev="-8.2195 / -8.3418" total_charge=+1 spin_multiplicity=2
Ti -0.674801 -0.235422 -0.216382 -1.7 -0.3 1.4
C 2.704299 -4.944322 2.677718 0.0 0.2 0.1
C 2.066699 -5.752022 1.736718 -0.1 -0.1 -0.2
C 1.069099 -5.253422 0.913818 0.0 0.0 0.0
C 0.727199 -3.917622 1.058318 0.5 0.3 0.6
C -0.205701 -3.056522 0.356318 0.1 0.2 0.3
N -0.105401 -1.776222 0.836918 0.5 -1.6 0.3
C 0.832499 -1.771022 1.842318 0.4 0.3 0.7
N 1.267099 -0.745222 2.522218 -0.1 -0.2 0.0
C 0.950999 0.501678 2.208918 0.0 -0.2 0.2
C 1.466299 1.648978 2.895418 -0.4 0.5 -0.4
C 2.179599 1.820678 4.080818 0.0 0.0 0.1
C 2.438399 3.105778 4.512618 0.0 -0.2 0.0
C 2.020199 4.220378 3.772118 -0.1 0.2 -0.1
C 1.328499 4.067678 2.587118 -0.2 0.1 0.1
C 1.026999 2.776578 2.157118 0.2 -0.6 0.4
C 0.223899 2.269778 1.081518 0.0 0.3 -0.1
N -0.415901 3.059778 0.227118 -0.2 0.1 -0.1
C -1.275301 2.616978 -0.652982 0.2 0.4 0.4
N -1.614801 1.314178 -0.910382 -0.6 1.3 -0.9
C -2.657701 1.313778 -1.805082 -0.1 0.0 0.1
N -3.273201 0.276978 -2.312482 -0.1 -0.4 -0.2
C -2.918801 -0.974622 -2.058682 -0.3 0.7 0.0
N -1.931801 -1.377022 -1.202182 -0.7 -1.0 -0.8
C -1.882901 -2.741122 -1.218282 0.5 0.0 0.5
N -1.047901 -3.508322 -0.538282 -0.3 -0.3 -0.5
C -2.897001 -3.256122 -2.093582 -0.7 0.4 -0.7
C -3.281601 -4.546122 -2.437082 0.2 0.1 0.1
C -4.339901 -4.684322 -3.311382 -0.1 -0.2 0.0
C -4.984401 -3.570022 -3.856582 -0.1 0.0 0.0
C -4.605001 -2.282322 -3.535882 0.1 0.2 0.1
C -3.562601 -2.128322 -2.627982 0.2 -0.9 0.0
C -3.023301 2.681278 -2.124982 0.4 0.5 0.2
C -4.021701 3.222178 -2.918982 0.0 0.0 0.0
C -4.107001 4.603878 -2.988182 -0.1 -0.1 -0.1
C -3.212601 5.416878 -2.297682 0.2 0.1 0.1
C -2.201601 4.880678 -1.518282 0.0 -0.1 0.1
C -2.119501 3.503878 -1.430282 -0.6 -0.3 -0.5
N 0.191799 0.906378 1.141818 0.8 0.8 0.8
C 1.368599 -3.105122 2.009718 -0.3 -0.5 -0.4
C 2.366799 -3.610922 2.826018 -0.1 0.1 0.0
H 3.482799 -5.359322 3.301218 0.0 -0.1 0.0
H 2.374899 -6.781722 1.640318 0.0 -0.1 0.0
H 0.575499 -5.866722 0.175518 0.0 -0.1 -0.1
H 2.474999 0.966278 4.665618 0.1 -0.2 0.1
H 2.945699 3.273978 5.449518 0.1 -0.1 0.1
H 2.212699 5.210678 4.154818 0.1 0.1 0.0
H 0.983099 4.919978 2.026718 -0.1 0.2 -0.1
H -2.759601 -5.404722 -2.043182 0.0 -0.1 0.1
H -4.678601 -5.674022 -3.586082 0.0 0.0 0.0
H -5.795401 -3.730222 -4.550282 -0.1 0.0 -0.1
H -5.085401 -1.422022 -3.979682 0.0 0.0 0.0
H -4.715101 2.585378 -3.447182 0.0 0.0 -0.1
H -4.877901 5.068578 -3.585482 -0.1 0.0 0.0
H -3.312101 6.488178 -2.365682 0.0 0.1 -0.1
H -1.506201 5.504078 -0.983082 0.1 0.1 0.1
H 2.853199 -2.969222 3.542718 0.1 0.0 0.1
N 2.841299 -0.160522 -0.026782 0.4 -0.2 0.0
C 2.664799 0.801078 -1.092382 -0.4 0.0 -0.3
C 3.703099 0.758878 -2.229482 -0.1 0.1 0.3
C 5.118299 1.143278 -1.799682 -0.3 0.2 -0.1
C 5.287999 2.623378 -1.438182 0.3 -0.4 -0.2
N 4.667099 3.027978 -0.188382 -0.2 0.2 0.1
C 5.058599 2.671978 1.027218 -0.2 0.3 0.2
N 6.177099 1.963178 1.211218 0.1 -0.1 -0.1
N 4.347099 3.056678 2.078918 0.2 -0.1 0.1
C 1.262499 0.627478 -1.721782 1.5 1.9 -0.8
O 0.811199 1.503578 -2.431582 0.3 -0.2 0.0
O 0.668199 -0.478122 -1.438482 0.5 -1.2 -0.8
H 3.813899 -0.252822 0.241718 0.0 -0.1 0.0
H 2.505799 -1.074622 -0.321382 0.1 0.1 0.1
H 2.650499 1.800278 -0.641982 -0.1 -0.1 -0.2
H 3.359399 1.427678 -3.020482 0.0 0.0 -0.1
H 3.725699 -0.258222 -2.628582 0.0 0.0 -0.1
H 5.790499 0.940578 -2.633682 0.1 0.0 0.1
H 5.430699 0.514178 -0.966282 0.2 -0.1 0.0
H 4.834899 3.230578 -2.219482 0.1 0.1 0.0
H 6.352099 2.871878 -1.388082 0.0 0.1 -0.1
H 3.802799 3.543978 -0.254082 0.0 0.0 0.1
H 6.815999 1.817278 0.448918 0.0 -0.1 0.0
H 6.507999 1.772678 2.142918 0.0 0.0 -0.1
H 3.432699 3.489878 1.992118 0.1 -0.1 -0.1
H 4.545699 2.695278 2.997918 0.0 0.0 -0.1
C -3.111101 -3.071522 2.242618 0.5 -0.2 0.3
N -4.010401 -2.393122 1.353718 -0.2 0.8 -0.6
C -5.073701 -2.946822 0.688018 -0.5 0.0 -0.3
C -5.674401 -1.962522 -0.019182 -0.1 -0.5 0.1
N -4.968901 -0.810322 0.216018 0.2 -0.4 0.3
C -3.928801 -1.078222 1.042718 -0.1 0.2 0.3
S -2.792301 0.012878 1.626618 0.3 0.4 0.2
H -3.636601 -3.886822 2.737718 0.0 0.1 0.0
H -2.745501 -2.342022 2.968518 -0.1 -0.2 0.0
H -2.256601 -3.474222 1.693018 -0.2 0.0 0.1
H -5.313301 -3.985922 0.782018 -0.1 -0.2 0.0
H -6.527601 -1.995722 -0.661682 -0.2 0.0 -0.1
H -5.177901 0.095578 -0.175082 0.3 0.0 0.1